[1]
Here is C30H48As3LaNO5 as an isolated structure in a non-equilibrium geometry from the Open Molecules 2025 dataset. Energies are from ωB97M-V with the def2-TZVPD basis set.

Results
HOMO ... -9.9 eV
Total charge ... +1
Electronic energy ... -8341.7206 a.u.
Maximum force ... 2.0 eV/A
ΔE to the lowest compared entry with this formula, charge and spin ... 0.0 kcal per mole

Each line ends with the Mulliken charge.
Atoms and positions in Å:
La -0.69345 0.69825 -1.20980  2.15
O -3.66168 2.34156 -4.43923  -0.42
C -2.93284 2.00564 -3.38713  0.07
O -1.71498 1.84323 -3.41043  -0.71
C -3.77220 1.92140 -2.16614  0.39
C -5.10234 2.27430 -2.15481  -0.47
C -5.79948 2.17204 -0.96092  -0.55
C -5.16483 1.66831 0.17249  -0.87
C -3.83529 1.28230 0.03702  0.45
N -3.14818 1.41580 -1.11286  0.54
C -3.05430 0.65351 1.18254  -0.15
O -3.69991 0.34248 2.14446  -0.69
O -1.79057 0.58761 0.93369  -0.29
H -3.11311 2.48328 -5.24982  0.42
H -5.58371 2.58382 -3.06340  0.57
H -6.84881 2.41978 -0.90520  0.47
H -5.64605 1.56904 1.15027  0.55
C 2.45965 -1.91152 0.10464  -1.03
As 2.04413 0.04336 0.00662  0.67
C 3.47548 0.87595 -1.07999  -1.21
C 2.52543 0.36849 1.88917  -1.25
C 2.55164 1.78971 2.51598  2.73
C 3.61915 2.65831 1.82338  -1.71
C 1.23023 2.48838 2.42727  -1.15
As 0.48178 3.06312 0.71138  0.58
C 1.49390 4.70100 0.33277  -1.25
C -1.21098 3.77442 1.46337  -1.09
C 3.01675 1.71800 3.99954  -2.32
As 2.22308 0.86726 5.64325  0.33
C 2.84316 -1.00021 5.50901  -1.03
C 0.39359 0.53885 5.01588  -0.97
H 3.51587 -2.14653 0.08612  0.51
H 1.94455 -2.52717 -0.62475  0.14
H 2.07920 -2.18309 1.08832  0.37
H 4.43127 0.72161 -0.61237  0.40
H 3.26342 1.93413 -1.15103  0.31
H 3.45619 0.42304 -2.07545  0.43
H 3.50300 -0.09485 2.03672  0.69
H 1.74358 -0.15451 2.50390  -0.13
H 3.36402 2.71127 0.74701  -0.18
H 4.62001 2.26141 1.95762  0.51
H 3.59817 3.63997 2.25002  0.47
H 1.28549 3.40421 3.04166  0.70
H 0.46337 1.84473 2.89109  -0.15
H 1.70035 5.16330 1.29455  0.37
H 0.84737 5.37209 -0.28350  0.44
H 2.42570 4.51271 -0.17042  0.38
H -0.99040 4.59613 2.15669  0.46
H -1.66891 2.89516 1.98211  0.16
H -1.83826 4.12709 0.63924  0.42
H 3.12267 2.77769 4.30370  0.55
H 4.05097 1.33664 4.01565  0.54
H 3.87212 -1.12192 5.14529  0.33
H 2.20906 -1.56806 4.81776  0.23
H 2.83381 -1.41461 6.52873  0.37
H -0.09779 1.47092 5.00644  0.36
H -0.11266 -0.18054 5.67287  0.51
H 0.37853 -0.01037 4.09892  0.04
C -0.45445 -1.12139 -4.93166  -1.30
C 0.69114 -1.91762 -4.22858  0.26
C 1.80765 -1.08322 -3.59111  -1.23
C 0.23003 -3.04317 -3.26443  0.95
C 0.35631 -4.35231 -3.67245  -1.04
C -0.26180 -5.37158 -2.96556  -1.03
C -0.92702 -5.12532 -1.79676  -1.22
C -1.05893 -3.81358 -1.35855  0.96
C -1.80607 -3.65551 -0.03761  0.12
C -0.78142 -3.15248 1.02744  -0.84
C -3.07224 -2.77049 -0.22019  -1.25
C -0.51861 -2.78488 -2.08774  -0.32
O -0.73663 -1.51457 -1.74470  0.10
H 0.03406 -0.42318 -5.63288  0.41
H -1.08265 -0.59884 -4.19765  0.06
H -1.08635 -1.86515 -5.45441  0.40
H 1.23227 -2.46862 -5.01136  0.55
H 1.59227 -0.73210 -2.53679  -0.32
H 2.03506 -0.19191 -4.21468  0.43
H 2.69652 -1.68763 -3.43034  0.45
H 0.93563 -4.55439 -4.59628  0.35
H -0.28800 -6.39442 -3.36324  0.36
H -1.50555 -5.90131 -1.29507  0.37
H -2.05075 -4.67723 0.24979  0.60
H -0.18368 -2.32483 0.63421  -0.45
H -0.07713 -3.97900 1.24286  0.40
H -1.21789 -2.78979 1.96203  0.48
H -2.78156 -1.72503 -0.46657  -0.10
H -3.62688 -2.79495 0.73305  0.45
H -3.67931 -3.21343 -1.02067  0.40

---

[2]
Here is C30H48Br2CaIN3O5Te as an isolated structure from the Open Molecules 2025 dataset. Energies are from ωB97M-V with the def2-TZVPD basis set.

Results
HOMO ... -13.2 eV
Total charge ... +2
Electronic energy ... -8103.3969 a.u.
Maximum force ... 0.8 eV/A

Each line ends with the Mulliken charge.
Atoms and positions in Å:
Ca -0.45248 -0.32121 -0.06170  0.81
C 1.78901 -0.05892 -2.76809  -0.70
O 1.64062 -0.10419 -1.33971  0.10
C 2.82359 -0.61146 -0.70603  -1.04
C 2.55140 -0.64762 0.76610  0.67
O 1.36013 -1.40117 1.05815  -0.18
C 1.48555 -2.82962 1.16727  -0.84
C 1.08076 -3.49175 -0.11352  -0.64
O -0.19032 -2.97322 -0.50352  0.29
C -0.86537 -3.86654 -1.39400  -1.21
H 2.63165 0.58210 -3.02260  0.26
H 0.87590 0.35795 -3.18231  -0.08
H 1.94865 -1.06462 -3.15957  0.31
H 3.67005 0.05074 -0.90818  0.66
H 3.05634 -1.59520 -1.11849  0.36
H 2.35208 0.36231 1.11536  -1.30
H 3.40904 -1.03262 1.31842  0.55
H 0.82379 -3.12564 1.97738  0.21
H 2.50715 -3.09419 1.43939  0.53
H 1.01201 -4.56750 0.07285  0.62
H 1.80065 -3.34252 -0.92171  0.20
H -1.06076 -4.81340 -0.88971  0.43
H -0.27739 -4.04426 -2.29646  0.37
H -1.81137 -3.40834 -1.66930  0.24
Br 0.06379 3.04951 -1.46265  0.16
C 1.65684 4.04166 -1.00498  -0.77
Br 3.07682 3.02066 -0.22223  -0.10
H 1.36066 4.80115 -0.29635  0.42
H 2.02968 4.46476 -1.92550  0.54
C -3.44236 3.15600 -1.35718  -0.83
N -4.44287 2.20207 -0.92337  0.47
C -5.82819 2.66437 -1.03820  -0.65
C -6.76919 1.49892 -0.87919  -0.70
C -6.48882 0.83671 0.44326  -0.66
N -5.05901 0.52605 0.57268  0.30
C -4.72270 -0.49496 1.54792  -0.86
C -4.08056 1.16147 -0.11254  0.11
O -2.87883 0.80642 -0.01303  0.29
H -3.66090 3.48521 -2.37410  0.41
H -2.46606 2.69618 -1.33469  -0.34
H -3.42967 4.04174 -0.71320  0.34
H -5.93784 3.12557 -2.01937  0.35
H -6.03279 3.43924 -0.29044  0.31
H -6.61227 0.78853 -1.69436  0.28
H -7.80434 1.83483 -0.92467  0.38
H -7.03750 -0.09981 0.53639  0.41
H -6.79774 1.47870 1.27297  0.32
H -4.93385 -1.50065 1.17430  0.41
H -5.32538 -0.33621 2.44339  0.43
H -3.67873 -0.41488 1.81556  -0.19
C -0.63249 3.72571 2.37261  -0.63
C 0.77861 3.37160 2.88460  -0.70
C 0.87445 1.86655 2.69097  -0.79
O -0.10371 1.53336 1.67364  0.47
C -1.24093 2.38770 1.98827  0.12
H -0.57517 4.37751 1.50044  0.19
H -1.23472 4.23258 3.12529  0.40
H 0.92506 3.64041 3.92880  0.37
H 1.54640 3.88123 2.30530  0.13
H 0.62367 1.32330 3.60544  0.43
H 1.84813 1.54187 2.34533  0.43
H -1.79026 1.92964 2.81521  0.35
H -1.88013 2.41449 1.12020  -0.44
I -4.28774 -4.73364 1.87675  0.14
C -2.93514 -3.29538 2.45758  -0.53
C -2.56041 -3.12113 3.78017  -0.34
C -1.65523 -2.11459 4.08902  -1.02
C -1.15327 -1.32663 3.07323  -0.55
N -1.51061 -1.48928 1.79002  2.01
C -2.38939 -2.46017 1.50331  -1.52
H -2.96876 -3.75558 4.55710  0.48
H -1.34036 -1.94277 5.10966  0.52
H -0.44014 -0.53876 3.27676  0.10
H -2.68137 -2.56280 0.46412  0.74
C -1.39571 -1.90346 -4.10154  -0.86
Te -2.22458 -0.69504 -2.56676  0.10
C -1.92743 0.90362 -3.94651  -0.91
C -1.97681 0.21957 -5.29401  0.48
C -2.27249 0.94050 -6.44512  -0.74
C -2.30571 0.30006 -7.67590  -0.63
C -2.04702 -1.06330 -7.75643  -0.66
C -1.75549 -1.78554 -6.60728  -0.69
C -1.71732 -1.14770 -5.37227  0.46
H -1.84200 -2.89328 -4.06637  0.70
H -0.32307 -1.99346 -3.93021  0.33
H -0.96693 1.37368 -3.74113  0.34
H -2.71237 1.64274 -3.81300  0.51
H -2.48371 2.00224 -6.37994  0.48
H -2.54529 0.86119 -8.57016  0.42
H -2.08476 -1.56574 -8.71456  0.42
H -1.56340 -2.85124 -6.67108  0.46

---

[3]
Here is C30H48BrCaN3P2Se as an isolated structure in a non-equilibrium geometry from the Open Molecules 2025 dataset. Energies are from ωB97M-V with the def2-TZVPD basis set.

Results
HOMO (spin up / spin down) ... -12.0 / -11.6 eV
Total charge ... +2
Electronic energy ... -7671.3687 a.u.
Maximum force ... 3.3 eV/A
ΔE to the lowest compared entry with this formula, charge and spin ... 26.6 kcal per mole

Each line ends with the Mulliken charge.
Atoms and positions in Å:
N -3.74873 2.07440 -6.11720  -0.57
C -4.35581 0.98897 -5.65209  -0.38
C -4.33274 0.65056 -4.28723  -0.57
C -3.66120 1.49189 -3.36011  0.23
C -3.09946 2.69377 -3.89352  -0.37
C -3.18171 2.93346 -5.27849  -0.41
C -3.52943 1.10179 -1.93923  -0.35
Ca -3.06495 -0.18709 0.16250  1.24
P -1.10088 0.26901 3.17037  0.33
C -2.62539 1.73119 -1.07644  -1.35
C -1.16832 1.65712 -1.28084  1.61
C -0.30103 2.59978 -0.70470  -1.39
C 1.04143 2.33737 -0.65425  -0.45
C 1.57413 1.14804 -1.18234  0.20
C 0.75427 0.40262 -2.05001  -0.88
C -0.61396 0.64011 -2.07566  -0.31
Br 0.03893 -0.30303 0.89700  0.15
H -4.25352 0.32502 -1.59108  0.69
H -2.91277 2.58604 -0.41360  0.28
H -4.79902 -0.29898 -4.00403  0.34
H -2.57229 3.43689 -3.28817  0.37
H -4.85479 0.35080 -6.38773  0.37
H -2.75461 3.83416 -5.72741  0.37
H -0.71475 3.50189 -0.25333  0.59
H -1.27573 -0.05626 -2.61139  0.39
H 1.66723 3.03554 -0.12062  0.15
H 1.16686 -0.39015 -2.67596  0.39
P 3.24844 0.61502 -0.78120  1.54
C -2.82232 0.47298 2.65456  0.46
C -3.74682 0.96422 3.79619  -1.60
H -3.18813 -0.53604 2.32657  -0.35
H -2.82333 1.23365 1.82242  -0.09
H -4.79063 0.70268 3.57175  0.46
H -3.47037 0.49451 4.75028  0.35
H -3.70016 2.05386 3.91810  0.34
C -0.32250 1.89767 3.11915  0.74
C 0.50668 2.34486 4.32988  -1.42
H -1.06547 2.65568 2.82569  0.53
H 0.34940 1.75404 2.25524  -0.82
H 0.90808 3.35042 4.13153  0.43
H -0.08679 2.40649 5.25192  0.38
H 1.36281 1.67581 4.50488  0.29
C 0.12534 -1.00367 3.69970  0.16
C 0.29221 -1.52685 5.12296  -1.51
H 1.09502 -0.57498 3.38265  0.33
H -0.06169 -1.85520 3.02087  0.01
H 1.10426 -2.26878 5.10788  0.42
H 0.58840 -0.72686 5.81194  0.37
H -0.60735 -2.01883 5.50625  0.34
C 3.19111 -1.13087 -0.32250  0.42
C 4.47901 -1.84092 0.15939  -1.44
H 2.75148 -1.67526 -1.17923  -0.22
H 2.42378 -1.18049 0.48023  -0.16
H 5.16345 -2.06632 -0.67340  0.36
H 5.00507 -1.25033 0.91763  0.33
H 4.18755 -2.79439 0.62733  0.40
C 3.65681 1.71542 0.57934  -0.58
C 4.15952 3.10018 0.15778  -1.36
H 4.38904 1.18619 1.20904  0.57
H 2.73385 1.81424 1.18035  0.05
H 5.07586 3.03010 -0.43359  0.38
H 3.43392 3.66788 -0.44448  0.30
H 4.37443 3.69772 1.05055  0.42
C 4.29855 0.91325 -2.18680  -0.68
C 4.14221 -0.04551 -3.36383  -1.21
H 5.32259 0.89242 -1.79846  0.48
H 4.07987 1.94470 -2.49202  0.52
H 3.30809 0.24809 -4.02124  0.31
H 5.05193 -0.01985 -3.97399  0.40
H 3.98899 -1.08714 -3.06069  0.28
C 0.31999 -3.93654 -2.12414  -0.82
N -0.21468 -3.82800 -0.78476  0.26
C 0.40763 -4.34147 0.34267  -0.57
C -0.46193 -4.18602 1.37470  -0.73
N -1.58961 -3.55366 0.87139  0.50
C -2.81357 -3.29586 1.61403  -1.06
C -1.43684 -3.30271 -0.47181  0.10
Se -2.62147 -2.44838 -1.61757  -0.28
H -0.37822 -3.50275 -2.84584  0.29
H 0.47751 -4.99539 -2.37977  0.35
H 1.28561 -3.41326 -2.18535  0.19
H 1.39578 -4.76859 0.25091  0.57
H -0.36370 -4.49780 2.39939  0.58
H -3.22504 -4.22535 2.03136  0.38
H -2.64038 -2.60085 2.45289  0.25
H -3.57501 -2.88808 0.92685  0.36